1.
The following is a quantum chemistry calculation of a cluster of 5 separate species, C29H48F12NO11 in total at a distorted geometry, from the Open Molecules 2025 dataset.

Calculated values
Strongest force on any atom in eV/Å: 1.91
Frontier orbital gap in eV: 3.668
Lowest unoccupied orbital energy in eV: 2.014
E_HOMO in eV: -1.654

Geometry as ORCA input:
```
! wB97M-V def2-TZVPD RIJCOSX def2/J DEFGRID3
* xyz -1 1
C 1.54991 1.57966 0.36776
O 2.96316 1.57705 0.23241
C 3.38385 1.32016 -1.09050
C 3.97991 -0.07105 -1.27519
C 3.12488 -1.17160 -0.66024
C 2.00197 -1.59732 -1.60816
C 0.85492 -2.32522 -0.88611
C -0.50272 -1.60667 -1.07640
C -1.42878 -2.34462 -2.03039
C -2.74994 -1.62534 -2.30455
C -2.61381 -0.24291 -3.04453
N -3.05407 0.92485 -2.31871
O -1.89868 1.24132 -1.45070
C -2.32337 1.82349 -0.28128
C -3.45716 1.12634 0.43722
C -4.11878 2.15356 1.38348
O -2.96583 0.06247 1.26838
H 1.13564 0.57938 0.26106
H 1.28910 1.95233 1.34955
H 1.06746 2.21092 -0.37774
H 4.13968 2.06876 -1.32664
H 2.58014 1.46521 -1.81060
H 4.94833 -0.08800 -0.78425
H 4.07047 -0.27230 -2.33899
H 2.70521 -0.84631 0.28324
H 3.72213 -2.05561 -0.45778
H 2.41381 -2.24173 -2.38268
H 1.64590 -0.69323 -2.09955
H 1.08940 -2.28540 0.17389
H 0.79462 -3.35558 -1.22213
H -0.99175 -1.50482 -0.11961
H -0.28517 -0.63924 -1.50039
H -0.91245 -2.47023 -2.98432
H -1.60852 -3.33667 -1.61201
H -3.37559 -1.52990 -1.42222
H -3.30830 -2.28390 -2.98022
H -1.53013 -0.12069 -3.21219
H -3.15661 -0.27176 -3.98356
H -2.58176 2.88820 -0.40412
H -1.47239 1.79842 0.40724
H -4.22894 0.77840 -0.23428
H -4.80736 2.74633 0.78908
H -4.60247 1.67222 2.22256
H -3.34133 2.83245 1.72565
H -3.30227 -0.77995 0.93693
C -3.65929 -1.12338 3.96658
C -2.58560 -2.08697 4.41293
O -3.03080 -2.92470 5.51002
C -3.76807 -3.97319 5.18756
O -4.10425 -4.31065 4.09023
C -4.11604 -4.76263 6.46029
F -4.52129 -3.94949 7.45068
F -3.03726 -5.44056 6.89722
F -5.09102 -5.64449 6.22341
H -4.01373 -0.53126 4.81360
H -3.26395 -0.44889 3.19407
H -4.51951 -1.65336 3.55546
H -1.72762 -1.54172 4.79978
H -2.23691 -2.71036 3.59067
C -10.82424 0.00607 -0.96350
C -9.88408 1.17806 -0.77481
O -8.51445 0.77615 -0.91178
C -8.06260 0.66168 -2.16154
O -8.69854 0.86384 -3.15560
C -6.57567 0.27194 -2.14383
F -6.36086 -0.72829 -1.26287
F -5.84452 1.32140 -1.78387
F -6.18999 -0.14768 -3.34891
H -10.56539 -0.80239 -0.27901
H -11.85359 0.31139 -0.77483
H -10.75995 -0.38731 -1.97718
H -9.97296 1.57468 0.23491
H -10.10796 1.98749 -1.46879
C 7.59792 -2.07194 4.35501
C 6.49603 -2.97773 3.84869
O 6.33677 -2.86015 2.42372
C 7.19079 -3.54853 1.67902
O 8.07434 -4.25400 2.07160
C 6.85213 -3.34348 0.19440
F 6.62864 -2.04911 -0.07571
F 5.74775 -4.03870 -0.12762
F 7.84973 -3.76936 -0.58690
H 7.41398 -1.04208 4.04810
H 7.64871 -2.11135 5.44257
H 8.56593 -2.36830 3.95242
H 5.53896 -2.68350 4.27337
H 6.67258 -4.01771 4.11987
C 5.11391 4.95742 -1.93571
C 5.74197 4.38982 -3.18892
O 6.21939 5.43619 -4.06151
C 7.39717 5.95919 -3.75732
O 8.10323 5.65404 -2.84085
C 7.77254 7.02187 -4.80305
F 6.73820 7.83551 -5.06835
F 8.14268 6.42847 -5.95272
F 8.79228 7.76975 -4.37286
H 4.32396 5.66469 -2.18997
H 4.68874 4.15855 -1.33143
H 5.84698 5.49232 -1.33228
H 5.00107 3.84194 -3.76677
H 6.55141 3.69940 -2.95614
*
```

***

2.
The following is a quantum chemistry calculation of a structure of composition C2H2N2O2 at a distorted geometry, from the Open Molecules 2025 dataset.

Calculated values
Strongest force on any atom in eV/Å: 1.36
ΔE to the lowest compared entry with this formula, charge and spin in eV: 4.575
Frontier orbital gap in eV: 9.984
Lowest unoccupied orbital energy in eV: -0.632
E_HOMO in eV: -10.616

Geometry as ORCA input:
```
! wB97M-V def2-TZVPD RIJCOSX def2/J DEFGRID3
* xyz 0 1
O -1.36600 -1.78975 0.13264
C -1.10764 -0.53127 0.34484
N -0.94276 0.60530 -0.18669
O -1.15215 0.12533 1.44587
C 2.01400 1.17010 -0.29823
N 3.00879 0.86568 -0.80233
H -1.54628 -1.87833 -0.81395
H 1.09716 1.44682 0.18666
*
```

***

3.
The following is a quantum chemistry calculation of a cluster of 9 separate species, C27H78N6O9 in total at a distorted geometry, from the Open Molecules 2025 dataset.

Calculated values
Strongest force on any atom in eV/Å: 3.65
ΔE to the lowest compared entry with this formula, charge and spin in eV: 6.390
Frontier orbital gap in eV: 9.261
SMILES: COC[C@H](C)N.COC[C@H](C)N.COC[C@H](C)N.COC[C@H](C)N.COC[C@H](C)N.COC[C@H](C)N.CO.CO.CO
Lowest unoccupied orbital energy in eV: 0.489
E_HOMO in eV: -8.772

Geometry as ORCA input:
```
! wB97M-V def2-TZVPD RIJCOSX def2/J DEFGRID3
* xyz 0 1
C 0.22070 -0.55160 -0.44430
O -0.14529 0.82662 -0.08380
H -0.59757 -0.77855 -1.12769
H 1.07073 -0.49784 -1.12449
H 0.43071 -1.21208 0.39699
H 0.67811 1.23776 0.18929
C -1.02995 -3.89831 2.56022
O -0.42654 -5.12276 2.05289
H -1.97830 -3.75992 2.04103
H -1.12406 -3.92332 3.64586
H -0.55030 -2.92734 2.43670
H -0.66142 -5.10903 1.12217
C 3.98597 -2.60092 -2.85336
O 3.67955 -3.05279 -4.15649
H 4.94293 -2.08588 -2.76937
H 3.22529 -1.93329 -2.44872
H 4.11354 -3.47138 -2.20983
H 3.56259 -2.30419 -4.74600
C -1.12229 -7.03365 -2.68373
C 0.31282 -6.91704 -2.28112
C 0.56421 -6.29320 -0.88417
O -0.19354 -5.11648 -0.83176
C 0.61710 -3.96088 -0.83059
N 0.97411 -8.14953 -2.52005
H -1.61356 -7.78548 -2.06606
H -1.32605 -7.27145 -3.72778
H -1.56437 -6.03849 -2.63567
H 0.89664 -6.35708 -3.01166
H 1.61737 -6.19074 -0.62252
H 0.22433 -7.05728 -0.18505
H -0.00615 -3.06702 -0.80444
H 1.41112 -3.95663 -1.57733
H 1.16742 -3.85007 0.10374
H 0.68225 -8.55005 -3.40010
H 0.46880 -8.81291 -1.95023
C 3.12187 5.88730 -2.75675
C 3.29307 6.51426 -1.41993
C 3.86506 5.60271 -0.24973
O 3.07240 4.43415 -0.08290
C 1.90049 4.72880 0.65202
N 4.12917 7.76876 -1.68431
H 2.36744 5.13085 -2.54062
H 4.01320 5.47178 -3.22684
H 2.60204 6.40900 -3.56030
H 2.31499 6.88367 -1.11172
H 3.87688 6.24919 0.62778
H 4.89731 5.28386 -0.39431
H 1.33958 5.44311 0.04933
H 2.12347 5.05673 1.66732
H 1.22220 3.88378 0.77022
H 4.32361 8.33144 -0.86841
H 5.04070 7.35622 -1.82224
C -1.37626 4.31714 -0.86848
C -2.68573 3.49921 -0.64511
C -3.08546 2.95967 -2.02231
O -3.73294 3.89107 -2.93353
C -4.66156 3.38458 -3.84575
N -2.36407 2.51250 0.30587
H -1.41748 5.12055 -1.60395
H -0.49236 3.75303 -1.16615
H -1.28407 4.86176 0.07120
H -3.50686 4.11310 -0.27500
H -3.72990 2.11829 -1.76760
H -2.30489 2.44039 -2.57832
H -5.44625 2.91247 -3.25460
H -4.22923 2.54083 -4.38360
H -5.02151 4.07585 -4.60778
H -1.65497 1.98714 -0.18532
H -1.86096 2.73599 1.15264
C 4.57015 1.64276 1.82046
C 3.72252 0.60615 1.08520
C 3.82442 -0.83831 1.73483
O 5.13819 -1.34834 1.43901
C 5.31911 -2.78331 1.66112
N 2.38812 1.07944 1.24347
H 4.99573 2.39190 1.15280
H 5.45506 1.13659 2.20623
H 4.07644 2.20574 2.61255
H 4.03252 0.44149 0.05326
H 2.99657 -1.44770 1.37232
H 3.89945 -0.86248 2.82198
H 4.73463 -3.36376 0.94728
H 4.97195 -3.11485 2.63973
H 6.38216 -2.99892 1.55372
H 2.33143 2.05384 0.98382
H 2.31979 1.10100 2.25093
C -0.51155 1.59331 3.40693
C 0.16595 2.55721 4.40233
C -0.56819 2.80163 5.75075
O -0.82125 1.48223 6.40358
C -1.51463 1.48438 7.65822
N 1.51221 1.96487 4.59773
H -1.51411 1.91447 3.12438
H -0.49729 0.54878 3.71815
H 0.09282 1.60073 2.49985
H 0.13764 3.56325 3.98377
H -1.50600 3.32324 5.55960
H 0.01950 3.52799 6.31210
H -2.51084 1.92412 7.61017
H -1.14302 2.03583 8.52188
H -1.70083 0.42811 7.85243
H 1.53562 1.07882 5.08193
H 1.97611 2.63897 5.18975
C -6.97018 -3.12033 -3.77136
C -6.46386 -2.70318 -2.37860
C -4.94300 -2.76848 -2.16086
O -4.60610 -2.16730 -0.85148
C -3.28390 -1.86479 -0.58352
N -6.91714 -1.24900 -2.28341
H -7.98611 -2.87671 -4.08223
H -6.73182 -4.14940 -4.04022
H -6.41647 -2.58201 -4.54059
H -6.93014 -3.45177 -1.73805
H -4.32268 -2.36582 -2.96160
H -4.68343 -3.81960 -2.28683
H -2.84240 -2.74869 -0.12319
H -2.95783 -1.15299 0.17484
H -2.56360 -1.72918 -1.39029
H -6.24162 -0.77967 -2.86951
H -6.60551 -0.92689 -1.37829
*
```

***

4.
The following is a quantum chemistry calculation of a cluster of 5 separate species, C3H11NO3 in total at a distorted geometry, from the Open Molecules 2025 dataset.

Calculated values
Strongest force on any atom in eV/Å: 3.51
Expectation value of S²: 1.553
ΔE to the lowest compared entry with this formula, charge and spin in eV: 6.258
Frontier orbital gap (alpha / beta) in eV: 7.292 / 5.674
Lowest unoccupied orbital energy (alpha / beta) in eV: -7.286 / -8.896
E_HOMO (alpha / beta) in eV: -14.578 / -14.570

Geometry as ORCA input:
```
! wB97M-V def2-TZVPD RIJCOSX def2/J DEFGRID3
* xyz 1 2
C 0.93353 -0.15739 -1.62842
C -0.04158 0.80782 -1.29350
N -1.29767 0.26238 -0.90404
C -1.64221 -1.09106 -0.83498
O 0.21968 1.96553 -1.01890
H 1.95726 -0.13257 -1.23862
H 4.22395 -2.38940 1.32005
H 0.71388 -1.14323 -2.08302
H -1.87943 0.85008 -0.32662
H -2.02025 -1.46458 -1.88142
H -2.31809 -1.22654 0.02768
H -0.79627 -1.85872 -0.73141
H -2.21620 0.87527 2.54373
H 3.83765 -1.59396 1.43375
O -2.10665 0.63859 1.59910
H 0.74182 2.39758 1.08618
H 0.56826 1.23842 2.01048
O 1.12233 2.02178 1.91996
*
```